(1)
# C5H9NO

The molecule C5H9NO at a distorted geometry (wB97M-V/def2-TZVPD, the OMol25 dataset).

XYZ file:
```
16
Properties=species:S:1:pos:R:3:mulliken_charge:R:1
C -0.48907 -0.09901 2.11573 -1.117
C 0.14447 -0.64557 0.81587 -0.593
C -0.60126 -0.22035 -0.46806 -0.077
O -0.88127 1.21574 -0.56754 -0.502
C 0.35200 0.47566 -1.91979 -0.356
C 1.38830 -0.48261 -1.99406 0.388
N 2.20003 -1.29952 -1.97770 -0.472
H -1.52771 -0.43018 2.22686 0.297
H 0.06416 -0.44373 3.00011 0.360
H -0.48619 0.99671 2.15737 0.321
H 0.19978 -1.74237 0.89823 0.355
H 1.18084 -0.30858 0.74269 0.315
H -1.63598 -0.68211 -0.38292 0.221
H -0.35394 1.70388 0.05810 0.313
H 0.81072 1.52322 -1.97384 0.224
H -0.36487 0.43881 -2.73104 0.322
```

Output
LUMO energy ... 0.63 eV
Kohn-Sham gap ... 9.44 eV
E_HOMO ... -8.81 eV

(2)
# C5H9NO

The molecule C5H9NO (wB97M-V/def2-TZVPD, the OMol25 dataset).

XYZ file:
```
16
Properties=species:S:1:pos:R:3:mulliken_charge:R:1
C -1.95945 -0.18607 0.66209 -1.422
C -0.56614 0.09317 0.17857 0.364
C 0.31968 0.82080 1.16624 -1.147
C 1.87973 -0.89562 -0.79047 -0.321
N 1.17910 -0.05520 -1.44240 -0.010
C -0.35534 -0.00795 -1.17727 0.471
O -1.04158 -0.15192 -2.18829 -0.715
H -2.57408 0.72092 0.75255 0.276
H -1.92078 -0.65083 1.65778 0.353
H -2.47264 -0.87502 -0.01473 0.322
H -0.18074 1.74790 1.48736 0.312
H 1.28816 1.13158 0.75938 0.334
H 0.51504 0.25215 2.08775 0.294
H 2.96368 -0.90506 -0.83335 0.305
H 1.32819 -1.57557 -0.14947 0.336
H 1.59716 0.53674 -2.15575 0.247
```

Output
LUMO energy (alpha / beta) ... -0.45 / -0.45 eV
Kohn-Sham gap (alpha / beta) ... 6.43 / 6.43 eV
E_HOMO (alpha / beta) ... -6.88 / -6.88 eV

(3)
# C5H9NO

A structure of composition C5H9NO at a distorted geometry (wB97M-V/def2-TZVPD, the OMol25 dataset).

XYZ file:
```
16
Properties=species:S:1:pos:R:3:mulliken_charge:R:1
C -3.60833 0.35273 -0.20147 -0.295
C -3.55803 -0.79506 0.19566 -0.401
C 0.89606 2.02840 -0.04479 -0.885
C 0.68573 0.47404 0.06181 0.510
C 1.54763 -1.84768 -0.19545 -0.588
H -3.48709 1.44406 -0.09926 0.298
H -3.77148 -1.78024 0.40720 0.405
H 1.92731 2.08974 -0.34518 0.324
H 0.99131 2.23480 1.15345 0.247
H 0.08129 2.51216 -0.64982 0.263
H 2.76438 0.04331 -0.07399 0.269
H 0.50856 -1.86276 -0.84264 0.228
H 2.45827 -2.12022 -0.84667 0.288
H 1.23198 -2.37028 1.00647 0.221
N 1.77506 -0.33158 0.31619 -0.320
O -0.44265 -0.07143 0.15849 -0.563
```

Output
LUMO energy ... 0.74 eV
Kohn-Sham gap ... 10.23 eV
E_HOMO ... -9.49 eV